This record from OMol25 describes 3 unconnected molecules or ions with the total composition C7H19NO2. The level of theory is ωB97M-V/def2-TZVPD.

XYZ file:
```
29
Properties=species:S:1:pos:R:3:forces:R:3
C 1.08194 -0.09756 1.22188 -0.23 -0.45 -0.17
C -0.63426 -1.81871 0.72592 0.28 0.25 -0.09
C 1.01986 -1.31704 -0.95642 -0.05 -0.04 0.32
C 1.96951 -1.04325 2.03507 -0.08 0.17 -0.10
N 0.26149 -0.81124 0.18058 0.33 0.07 0.07
O 1.86432 0.87054 0.65345 -0.09 0.22 -0.34
H 1.37142 1.32262 -0.18250 0.12 -0.37 0.51
H 0.31106 0.32304 1.89815 0.02 -0.01 0.01
H -0.10518 -2.73053 1.02632 -0.04 -0.02 0.00
H -1.38097 -2.09052 -0.02546 0.00 -0.03 -0.02
H -1.15423 -1.42302 1.60062 0.00 0.02 0.03
H 1.76462 -0.58423 -1.24612 0.04 -0.01 0.01
H 1.52389 -2.26259 -0.71801 0.02 -0.01 -0.06
H 0.34364 -1.49327 -1.79585 -0.01 -0.03 -0.01
H 1.39477 -1.79008 2.58532 -0.01 0.02 -0.02
H 2.68427 -1.54327 1.38049 0.00 0.00 -0.01
H 2.53197 -0.44216 2.74846 0.01 -0.02 0.01
C -1.34060 0.92452 -0.53425 -0.35 0.73 -0.28
C -1.84287 0.80231 -1.92681 0.27 0.03 -0.01
C -1.37615 2.21430 0.19880 0.20 -0.02 -0.12
O 0.59134 1.73314 -1.29036 -0.65 -0.29 0.26
H 0.94514 1.32126 -2.08598 -0.08 -0.10 0.00
H -1.70641 0.12022 0.08750 0.41 -0.15 -0.01
H -1.17446 3.05436 -0.45633 -0.09 0.04 0.02
H -1.46693 -0.10953 -2.39367 -0.03 0.00 0.02
H -1.55183 1.65863 -2.52736 -0.10 0.01 -0.01
H -2.93720 0.70147 -1.88074 0.08 0.04 0.04
H -0.62840 2.21742 0.99410 -0.02 -0.03 0.02
H -2.35975 2.29320 0.68322 0.04 -0.02 -0.06
```
Forces are in eV/Å.

Values from the calculation:
- ΔE to the lowest compared entry with this formula, charge and spin: 74.1 kcal per mole
- Total charge: 0
- F_max: 0.857 eV/Å
- HOMO: -8.41 eV
- Gap between HOMO and LUMO: 8.28 eV

These are the natural (NBO) partial charges, in e, on atoms 1 to 5: C 0.285; C -0.435; C -0.425; C -0.644; N -0.422


This record from OMol25 describes a molecular structure, C7H19O10Sr at a distorted geometry. The level of theory is ωB97M-V/def2-TZVPD.

XYZ file:
```
37
Properties=species:S:1:pos:R:3:forces:R:3
Sr -0.28325 -0.49234 -0.11867 -0.59 2.27 0.83
C -0.59752 -1.19520 4.05738 0.92 0.05 0.58
C -1.72637 -0.50525 3.30312 -0.84 0.53 -0.45
O -2.83385 -0.38511 3.85051 0.41 -0.40 0.15
O -1.42110 -0.06677 2.14989 0.51 -0.87 -0.13
H -0.83250 -1.46063 5.08860 -0.30 -0.04 -0.09
H 0.23690 -0.48535 4.11103 -0.01 0.01 -0.07
H -0.19813 -2.08198 3.55457 -0.24 -0.01 -0.19
C 2.27974 2.87031 -1.66413 -0.12 -0.50 -0.10
C 1.53022 1.67579 -1.09025 -1.27 -0.25 0.07
O 1.09649 1.74745 0.08242 0.74 0.09 0.18
O 1.27572 0.67066 -1.82206 0.57 -0.24 -0.46
H 1.62067 3.73562 -1.62519 0.16 0.12 0.36
H 2.54293 2.72532 -2.71064 0.15 -0.21 0.07
H 3.16775 2.98029 -1.04149 0.02 0.47 -0.11
C -1.97661 2.66712 -2.43108 -0.06 0.17 -0.23
C -2.68765 2.22094 -1.14029 -0.48 0.96 0.43
O -3.72458 2.85494 -0.85682 0.12 -0.39 -0.33
O -2.10213 1.38588 -0.40226 0.45 -1.03 -0.57
H -1.39789 3.54442 -2.13030 0.36 -0.19 -0.04
H -2.66197 3.05778 -3.18709 -0.23 -0.22 0.12
H -1.33523 1.90703 -2.88112 0.19 0.06 0.18
C 3.00353 -0.86387 0.88669 0.93 -0.25 -0.23
O 1.79548 -1.40349 1.41347 0.53 0.13 0.01
H 3.85178 -1.55891 0.99264 -0.24 -0.19 0.11
H 2.89958 -0.69175 -0.18378 -0.32 0.25 0.07
H 3.32114 0.05097 1.38867 -0.39 0.19 -0.14
H 1.91131 -1.36833 2.36901 -0.59 -0.04 0.02
O -1.47185 -2.57676 0.54461 -0.44 -0.83 0.52
H -2.02559 -2.46883 1.33598 0.17 0.35 -0.16
H -1.55509 -3.50195 0.29461 0.03 0.10 -0.02
O 1.07672 -2.60364 -1.33685 -0.14 -0.27 -0.10
H 1.93572 -3.03858 -1.31060 -0.02 0.17 0.11
H 0.63214 -2.98591 -2.09980 0.14 0.02 -0.01
O -1.66597 -1.35404 -2.10366 -0.10 -0.44 -0.55
H -2.45024 -1.04680 -2.57507 0.08 0.28 0.28
H -1.23032 -1.95903 -2.71203 -0.11 0.17 -0.12
```
Forces are in eV/Å.

Values from the calculation:
- ΔE to the lowest compared entry with this formula, charge and spin: 0.0 kcal per mole
- Total charge: -1
- F_max: 2.484 eV/Å
- HOMO: -4.28 eV
- Gap between HOMO and LUMO: 5.69 eV

These are the natural (NBO) partial charges, in e, on atoms 1 to 5: Sr 1.839; C -0.735; C 0.751; O -0.722; O -0.854


This record from OMol25 describes 2 unconnected molecules or ions with the total composition C7H19PSi at a distorted geometry. The level of theory is ωB97M-V/def2-TZVPD.

XYZ file:
```
28
Properties=species:S:1:pos:R:3:forces:R:3
C -1.97591 1.91924 -1.47050 0.98 0.51 1.18
C -0.73369 -2.76577 -0.10348 2.25 0.69 -0.94
C -0.65438 0.90990 2.75915 -3.72 1.20 0.50
C 3.29100 -0.34494 -1.19455 -0.53 -0.57 -1.08
C -0.54212 2.25304 -1.03493 -0.41 -4.60 -0.92
C -0.32273 -1.52981 -0.97329 -0.71 -0.23 -0.24
C -0.65559 -0.28853 1.81744 -0.14 0.92 -0.64
Si 0.26539 -0.19693 0.16371 1.01 2.49 -0.09
P 2.58201 -0.69381 0.51962 -1.12 1.37 -0.92
H -2.67588 2.71733 -1.32845 -0.17 1.14 -0.48
H -2.02743 1.52336 -2.46085 -0.07 -0.22 -0.61
H -2.41621 1.24198 -0.78144 -0.33 -1.27 0.47
H 0.10603 -3.10980 0.55939 -0.58 -0.11 -0.98
H -1.41817 -2.34806 0.57607 -1.57 -0.32 0.66
H -1.09657 -3.48967 -0.82916 -0.22 -0.51 0.75
H -1.72963 1.00560 3.33206 2.60 -0.36 -1.25
H 0.06988 0.84648 3.50357 1.27 -0.51 1.41
H -0.49668 1.92265 2.37229 -0.15 -0.34 -0.70
H 2.75430 0.23881 -1.98760 0.05 0.04 1.27
H 3.54202 -1.24640 -1.77830 0.33 0.09 0.71
H 4.15815 0.19202 -0.83908 0.60 0.03 -0.82
H -0.36711 3.03213 -0.39332 0.40 1.70 1.55
H 0.16235 2.11764 -1.83144 0.40 0.41 -0.22
H -1.22371 -1.23362 -1.55004 0.38 0.08 0.37
H 0.43421 -1.71212 -1.73765 0.13 -0.29 0.12
H -1.66403 -0.49000 1.45535 -0.29 -0.01 0.25
H -0.34352 -1.12922 2.40543 0.16 -0.78 0.06
H 2.97804 0.65851 0.82999 -0.51 -0.55 0.58
```
Forces are in eV/Å.

Values from the calculation:
- ΔE to the lowest compared entry with this formula, charge and spin: 26.8 kcal per mole
- Total charge: 0
- F_max: 4.710 eV/Å
- HOMO: -7.42 eV
- Gap between HOMO and LUMO: 7.88 eV

These are the natural (NBO) partial charges, in e, on atoms 1 to 5: C -0.662; C -0.605; C -0.594; C -0.909; C -0.487


This record from OMol25 describes a molecular structure, C7H20B2Br6Na3O3 at a distorted geometry. The level of theory is ωB97M-V/def2-TZVPD.

XYZ file:
```
41
Properties=species:S:1:pos:R:3:forces:R:3
Na -1.80736 1.78548 -1.03072 0.06 0.22 0.82
Na 2.10973 1.68164 -1.58856 0.00 0.98 1.08
Na 0.63136 2.50824 1.70191 0.06 1.19 -0.51
C 1.59697 4.82152 0.07208 0.21 0.79 0.35
O 2.03410 3.60223 -0.25636 0.05 -1.90 -0.65
O 0.82309 4.88280 1.09747 0.11 -0.49 0.08
O 1.99212 5.82507 -0.58431 -0.26 -0.47 0.00
B 0.23664 0.20394 0.03098 0.36 -0.67 0.56
H -0.00212 0.03911 1.20430 0.01 -0.11 0.16
H -0.68906 -0.18235 -0.60610 -0.44 -0.56 -0.55
H 0.31619 1.34206 -0.13806 0.14 1.58 -0.45
H 1.31620 -0.27663 -0.25410 0.02 -0.34 -0.29
B -2.16700 2.98273 1.38208 -1.04 -0.21 1.04
H -1.84500 2.41249 2.41612 0.25 -0.09 0.18
H -1.28155 2.92262 0.62853 0.98 0.41 -0.89
H -3.10383 2.34316 0.97379 -0.60 -0.65 -0.53
H -2.60587 4.07676 1.61942 0.28 0.24 -0.11
Br 2.83313 -0.76983 3.18035 -0.03 -0.03 -0.04
C 3.64691 -1.32250 1.50744 0.32 -0.28 0.11
C 4.83354 -0.47729 1.10960 -0.57 0.83 -0.20
Br 4.31388 1.42187 0.96896 -0.02 -0.22 -0.18
H 2.88759 -1.32210 0.73172 -0.18 0.16 0.15
H 3.96250 -2.34746 1.69765 0.06 0.00 -0.12
H 5.11485 -0.70169 0.08464 0.24 -0.32 0.11
H 5.67642 -0.52296 1.78736 0.01 -0.11 0.06
Br -3.30033 -3.62236 2.76489 -0.03 0.01 0.04
C -4.06224 -2.47264 1.38914 0.29 0.42 0.14
C -2.98557 -1.50132 0.93010 0.02 -0.83 0.23
Br -3.63942 -0.58552 -0.64524 -0.26 0.06 -0.20
H -4.88843 -1.93953 1.84733 -0.14 -0.14 -0.07
H -4.38925 -3.13151 0.59490 -0.10 0.03 -0.05
H -2.10802 -2.06425 0.62711 0.14 0.26 -0.07
H -2.72442 -0.78481 1.70108 0.00 0.25 -0.17
Br -0.72896 -2.78005 -5.55341 -0.05 -0.07 0.00
C -0.78814 -2.93583 -3.61664 0.37 0.04 -0.07
C -0.09723 -1.79089 -2.93309 -0.79 0.13 0.92
Br 1.81414 -1.80799 -3.12648 0.18 0.12 -0.17
H -0.29460 -3.86531 -3.34554 -0.09 -0.08 -0.15
H -1.83396 -2.98163 -3.32818 -0.05 0.10 -0.03
H -0.30186 -1.85565 -1.86151 0.29 -0.17 -0.03
H -0.49517 -0.80965 -3.18060 0.21 -0.05 -0.50
```
Forces are in eV/Å.

Values from the calculation:
- ΔE to the lowest compared entry with this formula, charge and spin: 0.0 kcal per mole
- Total charge: -1
- F_max: 2.014 eV/Å
- HOMO: -2.59 eV
- Gap between HOMO and LUMO: 3.81 eV

These are the natural (NBO) partial charges, in e, on atoms 1 to 5: Na 0.946; Na 0.940; Na 0.934; C 0.937; O -1.089


| no. | energy (eV) |
| --- | --- |
| 1 | -13148.7779 |
| 2 | -28883.9901 |
| 3 | -24730.1367 |
| 4 | -448585.5629 |